No. 1
Entry from the OMol25 dataset: 2 unconnected molecules or ions with the total composition CH4FO3P at a distorted geometry (the ωB97M-V functional and the def2-TZVPD basis).

Results
- Kohn-Sham gap: 0.32543 hartree
- Lowest unoccupied orbital energy: -0.06 eV
- SMILES: O=C=[PH2]F.OO
- Molar mass: 114.0 g/mol
- Multiplicity: 1
- Energy relative to the best compared isomer or geometry (same formula, charge and spin): 18.6 kcal per mole

Each atom is followed by the atoms it is bonded to, with distances in Å.
Element x y z (Å)
1 O 1.6810 1.9158 1.2705  C2 1.149
2 C 2.5066 1.4419 0.6279  O1 1.149, P3 2.205
3 P 1.2183 0.4175 -0.8400  C2 2.205, F4 1.646, H5 1.354, H6 1.319
4 F 0.4084 -0.7699 -1.6418  P3 1.646
5 H 1.8432 0.8299 -1.9678  P3 1.354
6 H 0.2970 1.3614 -0.8546  P3 1.319
7 O -0.7541 -0.6097 2.2321  O8 1.465, H9 0.986
8 O 0.1270 -0.6406 1.0618  O7 1.465, H10 0.945
9 H -0.2431 -0.8159 3.0499  O7 0.986
10 H -0.1482 -1.2981 0.4416  O8 0.945

***

No. 2
Entry from the OMol25 dataset: 2 unconnected molecules or ions with the total composition C7H7O3 at a distorted geometry (the ωB97M-V functional and the def2-TZVPD basis).

Results
- Total charge: -1
- Kohn-Sham gap: 0.29904 hartree
- Lowest unoccupied orbital energy: 3.52 eV
- Molar mass: 139.1 g/mol
- Multiplicity: 1
- Energy relative to the best compared isomer or geometry (same formula, charge and spin): 0.0 kcal per mole

Each atom is followed by the atoms it is bonded to, with distances in Å.
Element x y z (Å)
1 O 1.8603 -0.0019 0.5285  C7 1.372, H8 0.988
2 C -1.5527 2.1419 -0.5205  C3 1.396, C4 1.394, H9 1.098
3 C -0.3577 2.7907 -0.2052  C2 1.396, C5 1.393, H10 1.098
4 C -1.6066 0.7496 -0.4842  C2 1.394, C6 1.395, H11 1.098
5 C 0.7750 2.0595 0.1437  C3 1.393, C7 1.395, H12 1.098
6 C -0.4766 0.0094 -0.1357  C4 1.395, C7 1.396, H13 1.098
7 C 0.7141 0.6660 0.1781  O1 1.372, C5 1.395, C6 1.396
8 H 1.6730 -0.9718 0.5113  O1 0.988
9 H -2.4431 2.7229 -0.7950  C2 1.098
10 H -0.3035 3.8871 -0.2305  C3 1.098
11 H -2.5397 0.2255 -0.7298  C4 1.098
12 H 1.7219 2.5557 0.3943  C5 1.098
13 H -0.5207 -1.0873 -0.1076  C6 1.098
14 O -0.4354 -3.7341 0.0149  C16 1.260
15 O 1.6792 -3.0935 0.5918  C16 1.260
16 C 0.7606 -3.9242 0.3617  O14 1.260, O15 1.260, H17 1.117
17 H 1.0518 -4.9955 0.4842  C16 1.117

***

No. 3
Entry from the OMol25 dataset: 12 unconnected molecules or ions with the total composition C63H123Cl15N6O6 at a distorted geometry (the ωB97M-V functional and the def2-TZVPD basis).

Results
- Total charge: +1
- Kohn-Sham gap (alpha / beta): 0.23999 / 0.11925 hartree
- Lowest unoccupied orbital energy (alpha / beta): -3.22 / -7.36 eV
- Molar mass: 1592.5 g/mol
- Multiplicity: 8

Each atom is followed by the atoms it is bonded to, with distances in Å.
Element x y z (Å)
1 C 2.8035 -8.2391 5.7734  C2 1.575, H12 1.090, H13 1.090, H14 1.090
2 C 2.8466 -6.8577 5.0185  C1 1.575, C3 1.589, N7 1.510, C11 1.571
3 C 2.8249 -7.3208 3.4984  C2 1.589, C4 1.534, H15 1.090, H16 1.090
4 C 2.5224 -6.2619 2.4309  C3 1.534, C5 1.514, H17 1.090, H18 1.090
5 C 1.2217 -5.6154 2.8573  C4 1.514, C6 1.543, H19 1.090, H20 1.090
6 C 1.2841 -4.9877 4.2656  C5 1.543, N7 1.496, C9 1.634, C10 1.568
7 N 1.6476 -5.9891 5.3163  C2 1.510, C6 1.496, O8 1.529
8 O 1.5374 -5.4348 6.7367  N7 1.529
9 C 2.3920 -3.7903 4.1770  C6 1.634, H21 1.090, H22 1.090, H23 1.090
10 C -0.1526 -4.3991 4.4813  C6 1.568, H24 1.090, H25 1.090, H26 1.090
11 C 4.2688 -6.2557 5.3066  C2 1.571, H27 1.090, H28 1.090, H29 1.090
12 H 2.0555 -8.8152 5.2288  C1 1.090
13 H 2.7083 -8.2721 6.8587  C1 1.090
14 H 3.6874 -8.8584 5.6201  C1 1.090
15 H 3.8224 -7.7250 3.3262  C3 1.090
16 H 2.0695 -8.0914 3.3446  C3 1.090
17 H 2.5421 -6.7726 1.4681  C4 1.090
18 H 3.3645 -5.5701 2.4181  C4 1.090
19 H 0.4459 -6.3632 2.6930  C5 1.090
20 H 1.0166 -4.8002 2.1635  C5 1.090
21 H 3.4321 -4.0622 3.9973  C9 1.090
22 H 2.1213 -3.2471 3.2716  C9 1.090
23 H 2.3244 -3.2439 5.1177  C9 1.090
24 H -0.4503 -3.8423 3.5928  C10 1.090
25 H -0.7958 -5.1995 4.8470  C10 1.090
26 H -0.1788 -3.7471 5.3544  C10 1.090
27 H 4.2149 -5.2696 5.7680  C11 1.090
28 H 4.9211 -6.1283 4.4427  C11 1.090
29 H 4.8464 -6.7791 6.0685  C11 1.090
30 C -5.9634 2.7235 -4.4141  C31 1.533, H41 1.090, H42 1.090, H43 1.090
31 C -6.6108 3.2140 -3.1141  C30 1.533, C32 1.569, N36 1.485, C40 1.584
32 C -7.9157 2.3578 -2.9523  C31 1.569, C33 1.534, H44 1.090, H45 1.090
33 C -7.6567 0.9546 -2.3881  C32 1.534, C34 1.570, H46 1.090, H47 1.090
34 C -6.8169 1.1211 -1.0718  C33 1.570, C35 1.526, H48 1.090, H49 1.090
35 C -5.4825 1.8255 -1.2975  C34 1.526, N36 1.476, C38 1.562, C39 1.534
36 N -5.6751 3.1280 -1.9640  C31 1.485, C35 1.476, O37 1.493
37 O -4.6748 4.2113 -1.7266  N36 1.493
38 C -4.7770 1.9263 0.0929  C35 1.562, H50 1.090, H51 1.090, H52 1.090
39 C -4.5124 0.9624 -2.1137  C35 1.534, H53 1.090, H54 1.090, H55 1.090
40 C -7.1638 4.6846 -3.3141  C31 1.584, H56 1.090, H57 1.090, H58 1.090
41 H -6.6156 2.9240 -5.2641  C30 1.090
42 H -5.6329 1.6866 -4.4761  C30 1.090
43 H -5.1539 3.4105 -4.6606  C30 1.090
44 H -8.5885 2.8129 -2.2255  C32 1.090
45 H -8.4882 2.3054 -3.8784  C32 1.090
46 H -7.1540 0.3189 -3.1171  C33 1.090
47 H -8.5966 0.4957 -2.0813  C33 1.090
48 H -6.6534 0.1951 -0.5206  C34 1.090
49 H -7.3865 1.6649 -0.3183  C34 1.090
50 H -5.4063 2.5147 0.7606  C38 1.090
51 H -4.6986 0.9111 0.4818  C38 1.090
52 H -3.7772 2.3603 0.0785  C38 1.090
53 H -3.7243 1.6568 -2.4051  C39 1.090
54 H -4.0733 0.1180 -1.5824  C39 1.090
55 H -5.0087 0.3936 -2.8999  C39 1.090
56 H -7.8901 4.7424 -4.1248  C40 1.090
57 H -6.2968 5.2976 -3.5602  C40 1.090
58 H -7.6786 5.1644 -2.4818  C40 1.090
59 C 6.3576 0.1074 4.5749  C60 1.579, H70 1.090, H71 1.090, H72 1.090
60 C 6.0958 -0.5493 3.1634  C59 1.579, C61 1.547, N65 1.500, C69 1.557
61 C 6.4805 0.6167 2.2229  C60 1.547, C62 1.525, H73 1.090, H74 1.090
62 C 6.5838 0.1167 0.7860  C61 1.525, C63 1.532, H75 1.090, H76 1.090
63 C 7.5840 -1.0409 0.7130  C62 1.532, C64 1.554, H77 1.090, H78 1.090
64 C 7.1654 -2.2637 1.5766  C63 1.554, N65 1.530, C67 1.590, C68 1.536
65 N 6.9581 -1.7667 3.0090  C60 1.500, C64 1.530, O66 1.442
66 O 6.6566 -2.8061 3.9617  N65 1.442
67 C 5.9469 -2.9997 0.8680  C64 1.590, H79 1.090, H80 1.090, H81 1.090
68 C 8.3730 -3.2099 1.5103  C64 1.536, H82 1.090, H83 1.090, H84 1.090
69 C 4.5724 -0.8645 3.1105  C60 1.557, H85 1.090, H86 1.090, H87 1.090
70 H 5.9308 -0.4688 5.3959  C59 1.090
71 H 5.8463 1.0691 4.6185  C59 1.090
72 H 7.4141 0.1460 4.8403  C59 1.090
73 H 5.7233 1.3952 2.3164  C61 1.090
74 H 7.4246 1.0278 2.5805  C61 1.090
75 H 7.0899 0.9277 0.2623  C62 1.090
76 H 5.6236 0.0020 0.2831  C62 1.090
77 H 8.6130 -0.7149 0.8646  C63 1.090
78 H 7.4955 -1.4499 -0.2934  C63 1.090
79 H 5.1116 -2.3059 0.9632  C67 1.090
80 H 6.0790 -3.2029 -0.1947  C67 1.090
81 H 5.6565 -3.9497 1.3165  C67 1.090
82 H 9.2508 -2.8080 1.0043  C68 1.090
83 H 8.8209 -3.2548 2.5030  C68 1.090
84 H 8.3517 -4.2225 1.1074  C68 1.090
85 H 4.4058 -1.9272 3.2868  C69 1.090
86 H 4.2711 -0.7810 2.0663  C69 1.090
87 H 4.0114 -0.2106 3.7781  C69 1.090
88 C -3.4072 6.1843 -4.3128  C89 1.542, H99 1.090, H100 1.090, H101 1.090
89 C -2.2873 5.8057 -5.3035  C88 1.542, C90 1.538, N94 1.555, C98 1.582
90 C -1.5784 7.1400 -5.5911  C89 1.538, C91 1.509, H102 1.090, H103 1.090
91 C -0.2148 6.9115 -6.1959  C90 1.509, C92 1.514, H104 1.090, H105 1.090
92 C 0.6354 6.1858 -5.1742  C91 1.514, C93 1.546, H106 1.090, H107 1.090
93 C 0.0752 4.7613 -4.9546  C92 1.546, N94 1.488, C96 1.523, C97 1.626
94 N -1.3549 4.8176 -4.5479  C89 1.555, C93 1.488, O95 1.394
95 O -1.9102 3.5710 -4.2626  N94 1.394
96 C 0.4121 3.7764 -6.0657  C93 1.523, H108 1.090, H109 1.090, H110 1.090
97 C 1.0205 4.1504 -3.7805  C93 1.626, H111 1.090, H112 1.090, H113 1.090
98 C -2.8243 5.2515 -6.6846  C89 1.582, H114 1.090, H115 1.090, H116 1.090
99 H -3.9015 5.3197 -3.8697  C88 1.090
100 H -4.0509 6.8038 -4.9373  C88 1.090
101 H -3.0213 6.7259 -3.4491  C88 1.090
102 H -2.1477 7.6473 -6.3700  C90 1.090
103 H -1.3928 7.7321 -4.6949  C90 1.090
104 H 0.1545 7.9110 -6.4257  C91 1.090
105 H -0.2943 6.4667 -7.1878  C91 1.090
106 H 0.7407 6.7411 -4.2423  C92 1.090
107 H 1.6612 6.1600 -5.5420  C92 1.090
108 H -0.1400 3.9380 -6.9916  C96 1.090
109 H 1.4863 3.7219 -6.2428  C96 1.090
110 H 0.0758 2.7760 -5.7931  C96 1.090
111 H 0.6633 3.2039 -3.3748  C97 1.090
112 H 2.0577 4.0055 -4.0825  C97 1.090
113 H 1.0886 4.7858 -2.8975  C97 1.090
114 H -3.5103 4.4077 -6.6097  C98 1.090
115 H -2.0007 4.9785 -7.3443  C98 1.090
116 H -3.3442 6.0710 -7.1809  C98 1.090
117 C 1.1407 4.1783 0.8498  C118 1.556, H128 1.090, H129 1.090, H130 1.090
118 C 0.7366 2.7543 0.3714  C117 1.556, C119 1.593, N123 1.509, C127 1.543
119 C 2.0182 2.3348 -0.4773  C118 1.593, C120 1.594, H131 1.090, H132 1.090
120 C 2.1820 0.7727 -0.7468  C119 1.594, C121 1.555, H133 1.090, H134 1.090
121 C 2.0333 0.1309 0.6615  C120 1.555, C122 1.509, H135 1.090, H136 1.090
122 C 0.7051 0.3679 1.3381  C121 1.509, N123 1.499, C125 1.549, C126 1.610
123 N 0.5074 1.8385 1.5486  C118 1.509, C122 1.499, O124 1.406
124 O -0.5734 2.2168 2.3637  N123 1.406
125 C -0.4561 -0.3436 0.6000  C122 1.549, H137 1.090, H138 1.090, H139 1.090
126 C 0.8613 -0.3144 2.7877  C122 1.610, H140 1.090, H141 1.090, H142 1.090
127 C -0.4706 2.9753 -0.5639  C118 1.543, H143 1.090, H144 1.090, H145 1.090
128 H 0.3682 4.7200 1.3956  C117 1.090
129 H 1.5508 4.8468 0.0928  C117 1.090
130 H 1.9644 4.0489 1.5518  C117 1.090
131 H 2.0627 2.7751 -1.4735  C119 1.090
132 H 2.9946 2.6030 -0.0738  C119 1.090
133 H 3.1411 0.5277 -1.2030  C120 1.090
134 H 1.3765 0.4864 -1.4231  C120 1.090
135 H 2.8060 0.5630 1.2974  C121 1.090
136 H 2.2304 -0.9196 0.4474  C121 1.090
137 H -0.0742 -1.3628 0.6585  C125 1.090
138 H -1.4259 -0.3377 1.0974  C125 1.090
139 H -0.4573 0.0173 -0.4285  C125 1.090
140 H 0.9626 -1.3996 2.7770  C126 1.090
141 H 1.6163 0.2218 3.3626  C126 1.090
142 H -0.1291 -0.2345 3.2359  C126 1.090
143 H -0.5149 2.0731 -1.1740  C127 1.090
144 H -0.3356 3.8919 -1.1381  C127 1.090
145 H -1.3753 3.1369 0.0222  C127 1.090
146 C -3.5362 -6.0535 0.4445  C147 1.588, H157 1.090, H158 1.090, H159 1.090
147 C -3.8658 -4.5007 0.4768  C146 1.588, C148 1.588, N152 1.508, C156 1.574
148 C -2.6062 -3.7922 -0.1813  C147 1.588, C149 1.485, H160 1.090, H161 1.090
149 C -2.6963 -3.8302 -1.6627  C148 1.485, C150 1.574, H162 1.090, H163 1.090
150 C -4.0859 -3.2913 -2.1672  C149 1.574, C151 1.601, H164 1.090, H165 1.090
151 C -5.3939 -4.0019 -1.5770  C150 1.601, N152 1.467, C154 1.629, C155 1.550
152 N -5.2089 -4.1867 -0.1330  C147 1.508, C151 1.467, O153 1.479
153 O -6.2914 -4.8772 0.6003  N152 1.479
154 C -6.7203 -3.1195 -1.9190  C151 1.629, H166 1.090, H167 1.090, H168 1.090
155 C -5.5713 -5.3299 -2.3558  C151 1.550, H169 1.090, H170 1.090, H171 1.090
156 C -3.7518 -3.9975 1.9635  C147 1.574, H172 1.090, H173 1.090, H174 1.090
157 H -4.2861 -6.4975 1.0992  C146 1.090
158 H -2.5357 -6.1751 0.8598  C146 1.090
159 H -3.5991 -6.4018 -0.5864  C146 1.090
160 H -2.4805 -2.7537 0.1251  C148 1.090
161 H -1.6917 -4.3582 -0.0041  C148 1.090
162 H -2.5701 -4.7777 -2.1866  C149 1.090
163 H -1.9035 -3.2939 -2.1843  C149 1.090
164 H -4.0981 -3.3542 -3.2554  C150 1.090
165 H -4.2259 -2.2270 -1.9780  C150 1.090
166 H -7.6091 -3.7312 -1.7642  C154 1.090
167 H -6.8282 -2.1716 -1.3918  C154 1.090
168 H -6.7514 -2.9512 -2.9955  C154 1.090
169 H -5.8279 -5.1514 -3.4000  C155 1.090
170 H -4.8076 -6.1076 -2.3507  C155 1.090
171 H -6.4616 -5.8350 -1.9812  C155 1.090
172 H -2.7900 -4.2081 2.4311  C156 1.090
173 H -4.5387 -4.4219 2.5871  C156 1.090
174 H -3.9998 -2.9369 2.0052  C156 1.090
175 Cl -2.9007 8.2536 1.1154  C176 1.844
176 C -2.1565 6.6199 0.6935  Cl175 1.844, C177 1.586, H179 1.090, H180 1.090
177 C -2.3066 6.3033 -0.8531  C176 1.586, Cl178 1.886, H181 1.090, H182 1.090
178 Cl -1.1490 7.4343 -1.8213  C177 1.886
179 H -2.8133 6.0140 1.3176  C176 1.090
180 H -1.1102 6.5585 0.9930  C176 1.090
181 H -3.3270 6.3762 -1.2294  C177 1.090
182 H -2.0124 5.2802 -1.0875  C177 1.090
183 Cl 0.8353 -3.1722 -2.6422  C184 1.766
184 C 2.0432 -4.4518 -2.4920  Cl183 1.766, C185 1.465, H187 1.090, H188 1.090
185 C 3.1689 -4.0422 -1.6485  C184 1.465, Cl186 1.798, H189 1.090, H190 1.090
186 Cl 2.8356 -3.6839 0.0817  C185 1.798
187 H 2.3079 -4.7237 -3.5138  C184 1.090
188 H 1.6742 -5.3440 -1.9862  C184 1.090
189 H 3.5666 -3.1343 -2.1021  C185 1.090
190 H 4.0737 -4.6483 -1.6917  C185 1.090
191 Cl 3.1972 2.4600 3.7643  C192 1.787
192 C 2.3872 2.1566 5.3277  Cl191 1.787, C193 1.520, H195 1.090, H196 1.090
193 C 2.2970 3.4862 6.0580  C192 1.520, Cl194 1.812, H197 1.090, H198 1.090
194 Cl 1.1825 4.6945 5.2956  C193 1.812
195 H 3.0328 1.4884 5.8976  C192 1.090
196 H 1.3713 1.7766 5.2198  C192 1.090
197 H 3.2520 3.9263 6.3449  C193 1.090
198 H 1.7678 3.3387 6.9995  C193 1.090
199 C 4.8787 5.4331 0.8428  Cl200 1.791, Cl201 1.743, Cl202 1.819, H203 1.090
200 Cl 4.0406 6.1291 2.2637  C199 1.791
201 Cl 3.9688 5.6503 -0.6280  C199 1.743
202 Cl 5.2499 3.6631 1.0386  C199 1.819
203 H 5.8600 5.8831 0.6929  C199 1.090
204 C -3.6957 -1.0811 4.6212  Cl205 1.827, Cl206 1.779, Cl207 1.771, H208 1.090
205 Cl -2.1222 -0.3486 5.1902  C204 1.827
206 Cl -4.1609 -0.4123 3.0397  C204 1.779
207 Cl -5.1066 -0.9241 5.6802  C204 1.771
208 H -3.5680 -2.1505 4.4535  C204 1.090
209 C 5.4931 0.0397 -3.8303  Cl210 1.761, Cl211 1.843, Cl212 1.759, H213 1.090
210 Cl 5.4280 -1.5734 -3.1272  C209 1.761
211 Cl 5.4885 1.2411 -2.4327  C209 1.843
212 Cl 4.0290 0.4062 -4.7333  C209 1.759
213 H 6.4306 0.1357 -4.3780  C209 1.090

***

No. 4
Entry from the OMol25 dataset: C3H3FO in the gas phase at a distorted geometry (the ωB97M-V functional and the def2-TZVPD basis).

Results
- Kohn-Sham gap: 0.36719 hartree
- Lowest unoccupied orbital energy: 0.10 eV
- SMILES: O=C/C=C\F
- Molar mass: 74.1 g/mol
- Multiplicity: 1
- Energy relative to the best compared isomer or geometry (same formula, charge and spin): 54.8 kcal per mole

Each atom is followed by the atoms it is bonded to, with distances in Å.
Element x y z (Å)
1 O 1.1597 -1.3975 0.0283  C2 1.293
2 C 1.2601 -0.1165 -0.1204  O1 1.293, C3 1.531, H6 1.090
3 C -0.1025 0.5734 -0.2248  C2 1.531, C4 1.250, H7 0.951
4 C -1.1507 -0.0724 -0.0106  C3 1.250, F5 1.334, H8 1.265
5 F -1.2690 -1.3920 -0.1643  C4 1.334
6 H 2.2959 0.2193 -0.0783  C2 1.090
7 H -0.2174 1.4872 0.0107  C3 0.951
8 H -1.9761 0.6985 0.5593  C4 1.265